[1]
Molecular formula: C21H55GaIN11O24PSi
Method: DFT, the ωB97M-V functional and the def2-TZVPD basis

```
! RIJCOSX wB97M-V def2-TZVPD def2/J DEFGRID3
* xyz -1 1
H -0.89158 -5.77413 -5.60650
H -2.70234 7.48951 -1.38162
H 3.51720 -2.88071 -0.20674
H 0.36368 -2.37507 5.51754
H -4.28632 -2.23928 -3.58940
H -7.23555 5.32023 0.16847
O 5.81770 1.58645 0.08654
O 2.01473 -3.48971 3.73283
H -1.43615 -1.34217 2.29830
O 0.89557 0.90109 -1.28156
H 4.23129 -1.94983 3.31715
O -5.32030 3.75124 1.86610
H -7.54506 3.74544 0.96420
H -2.70485 -2.36479 1.44387
C -4.49360 1.45834 -0.61861
O -2.31068 -5.83406 -3.43726
N -5.87565 4.81944 1.67485
H 0.36378 -4.76959 -4.81599
C -4.59986 -2.09961 -4.62335
H 8.99453 1.07106 5.79201
O -3.71187 -0.68503 2.84998
H -1.28314 -4.10204 -5.06492
H 0.34303 -4.22705 7.29565
H 3.38670 0.11870 -0.48523
N -1.13433 -5.52668 -3.54570
O -4.87990 -1.55075 1.24529
H 3.46657 5.79278 -7.18471
H -5.63290 -2.41177 -4.75881
C 1.00904 -1.61803 4.97706
H 5.09653 4.23298 1.27462
O -6.73522 1.50362 -0.03977
H 4.97890 0.62551 -3.83478
C -1.72822 -2.41167 2.04554
C 3.45313 -0.60755 -2.65569
H -1.91856 -4.15546 -0.86821
O -1.88143 -3.90331 6.01130
C -1.12447 -3.32819 -0.83735
N -4.71902 7.09232 -1.76149
O -4.26588 -3.80846 -6.14682
H 2.34161 3.48152 -4.29790
C 2.88998 4.86954 -7.16157
H 2.29387 4.79877 -6.25390
N -1.66902 -4.66537 6.93427
H 1.28330 -5.02035 1.56187
H 3.97302 -0.11198 3.15616
H 2.34495 -0.61932 -2.89631
N -3.72802 -2.95006 -5.47374
N 1.95093 4.89860 -8.31327
O -4.91700 7.87360 -2.67438
H -1.64915 -2.37005 -1.17220
O -2.50402 -5.09107 7.71550
C 3.24050 2.80836 -4.10189
H -6.67633 -1.08123 3.05666
H 4.00055 -1.46436 -3.18510
H -3.02330 6.11173 -2.49101
H 4.20264 -1.13690 1.66168
C -0.26431 -5.11375 7.12035
C -7.25232 4.78282 1.11537
H 1.83855 -1.20335 5.65863
H 4.71860 -1.06163 -0.83890
H -0.24991 -5.07105 2.54874
H -4.46482 0.77254 0.22541
C 3.61788 -0.83541 -1.07957
H 2.23308 -2.50758 -1.47633
H 0.42354 -0.72908 4.56163
N 6.13078 2.47882 0.84035
Ga 1.45610 -1.59510 0.97732
C -3.32372 6.61644 -1.57411
O -5.56184 6.66904 -0.99177
H -4.19002 0.95427 -1.53487
N 2.25003 -1.30616 2.71818
O 3.03999 1.42814 -3.98465
H -1.85038 -2.98560 3.02205
H 5.22024 3.05033 2.62631
H -3.87535 2.33351 -0.42504
O -5.40031 5.91985 1.90271
C 0.15220 -4.93674 1.47734
C 8.92811 1.54315 4.81299
H 0.04019 -5.62671 6.20907
H 4.06036 2.76306 1.28377
H -5.89780 -2.67553 3.35022
C 4.07186 0.79829 -3.16477
H 4.33371 1.38712 -2.23240
H 9.51942 0.99795 4.08058
C -5.77052 -1.59420 3.37674
O -2.53005 -2.72359 -5.43348
H -0.27321 -5.76787 0.81179
O 4.34535 3.36197 -3.97027
H -7.91001 5.26847 1.83487
C 3.73058 -1.14127 2.69400
I 1.33914 2.25163 1.90945
H -4.46301 -1.06733 -4.94217
C 1.80524 -2.25473 3.72471
C 2.75548 -2.09342 -0.53753
H -3.29772 5.93068 -0.72973
N -5.89062 1.92934 -0.80821
O 6.70472 2.08319 5.11886
O 2.04915 4.00909 -9.13936
H -5.47079 -1.26528 4.36935
H -0.30364 -3.56634 -1.59290
O -6.08974 2.71131 -1.72338
O 7.27124 2.85670 1.06446
H 0.58294 0.12145 -1.79756
O 1.14841 5.81470 -8.34594
H 3.54294 4.00538 -7.26204
P 0.47139 0.49845 0.35641
Si -0.32198 -3.16255 0.92654
O -0.29519 -5.61163 -2.66999
H 9.23371 2.58735 4.85595
O 7.23520 0.91936 3.36892
C 5.04090 3.18311 1.55982
H -0.22173 -5.78599 7.97460
C -0.69840 -5.00123 -4.86381
N 7.50290 1.51091 4.39618
N -4.69571 -1.24611 2.41331
*
```

For the highest occupied orbital energy, the calculation gives -4.3 eV. As for the orbital gap: 0.2105 Eh. As for the lowest unoccupied orbital energy: 1.5 eV.



[2]
Molecular formula: C21H55NO20P4S
Method: DFT, the ωB97M-V functional and the def2-TZVPD basis

```
! RIJCOSX wB97M-V def2-TZVPD def2/J DEFGRID3
* xyz 0 1
H 6.16728 3.53843 -3.23875
H -5.60305 2.39334 -4.49609
H 0.62376 -3.45845 3.70378
C -5.07585 1.77510 -5.22050
H -1.34464 0.53842 -7.18715
H -4.33025 2.38670 -5.72779
H -1.18444 2.66825 2.20514
C 5.93920 4.58015 -3.01393
H 3.03503 -5.27399 -1.31065
H -3.20889 -2.44037 6.20878
C 1.98284 -8.04005 1.76483
H -1.96908 -1.12792 -7.31996
H -1.96320 -1.38204 5.51935
O -3.57110 5.01215 1.17837
P 1.70630 -5.46881 1.26122
H -1.15151 5.19686 -1.00787
O 1.06569 -6.95637 1.52634
H 3.36117 2.41726 -5.71844
H 1.96441 2.64952 -4.64443
C -2.36648 -1.79082 6.44611
H 2.54794 -7.85522 2.67725
H 1.74202 -4.04255 -1.37183
P -3.04609 0.06746 -4.92731
H -4.92662 2.95517 0.64727
H -2.71513 -0.96867 7.06991
H -1.36149 2.38538 -4.79108
H -1.01374 5.12629 1.13103
C -0.13777 -4.15636 4.04379
H -1.23216 2.43546 -3.02126
O 3.80750 3.09113 -0.88129
H -3.91493 0.54232 0.43041
C 1.92607 0.44709 0.79610
H 0.22493 3.93269 1.00913
C -0.67363 -5.36208 0.06924
H 5.90227 5.14434 -3.94503
H 2.66403 -8.17184 0.92468
O -4.17232 3.11661 2.59600
O 0.98707 -0.01973 -0.14764
H 5.86922 2.71128 -0.91816
H -0.83349 -4.33653 3.23077
H 3.21025 1.43320 -4.25615
C -0.79082 4.15873 0.68660
H -3.20943 0.83273 1.99668
O 3.78295 3.43520 -3.99166
C 3.02864 2.41860 -4.68423
C -3.52093 1.32923 1.06910
C -1.88401 2.18549 -3.85423
H 1.88593 1.52702 0.95905
H -1.17458 -4.55632 -0.46309
H 2.90895 0.22477 0.36995
H 1.07515 -0.91260 5.16334
H -0.37712 0.56074 -1.48867
C 4.92887 2.19074 -0.72685
H 1.39091 -8.94381 1.87996
H -5.78731 1.40026 -5.95525
H 0.29565 1.90036 -0.58503
H -2.78151 2.80314 -3.79089
H 6.72876 4.98444 -2.38312
H -2.55699 0.14304 -8.41359
P -0.08896 -3.18130 6.46733
O 2.61078 -4.31943 0.51281
O -4.48733 0.67814 -4.51380
H -0.02715 4.06539 -1.17047
H 0.32635 -5.09362 4.33704
H -2.44974 2.24390 -0.52961
O 4.70156 4.72477 -2.30971
O -2.93124 -1.36701 -4.65449
C 0.95170 -0.77307 6.23901
C -1.20782 0.76622 0.50631
O -1.38764 -2.51956 7.18774
O 0.36639 -4.40083 7.13516
N -0.93987 4.23896 -0.76446
O 2.16690 4.17079 -2.24323
C -4.58222 2.32037 1.46250
H 2.79379 -0.31656 2.63221
O 2.19839 -5.20019 2.63349
H 3.43746 -3.55638 -1.20155
H 1.09657 0.09278 2.79186
C -2.22229 -0.07155 -7.40264
C 2.70354 -4.30854 -0.92635
P 3.51769 3.61327 -2.40057
O -0.90275 -3.59384 5.14400
O -2.42846 4.73128 3.27637
H -0.20040 -6.02269 -0.65705
O 0.28036 -4.77104 0.96666
H 0.02747 -0.22518 6.43603
C -1.73191 3.11251 1.37480
H -1.40944 -5.92855 0.63841
H -1.79274 -0.12922 0.29517
O 0.95153 -2.03177 6.93373
H -0.83812 0.65484 1.52614
O -3.30906 0.24894 -6.51274
C -2.22937 1.94278 0.49293
H 4.92963 1.82061 0.29391
C 1.83962 -0.32177 2.10806
O -2.21917 0.78453 -3.74128
C -0.06821 0.87364 -0.49157
H 4.82585 1.34475 -1.40808
H -5.45228 1.76463 1.80546
S -3.01868 4.10208 2.13939
H 1.79101 -0.19239 6.61120
H 1.53402 -1.34524 1.89755
*
```

For the highest occupied orbital energy, the calculation gives -9.6 eV. As for the orbital gap: 0.3189 Eh. As for the lowest unoccupied orbital energy: -1.0 eV. As for the structure (SMILES): CCOCC[C@H]1CCOS(=O)(=O)[C@@H]1CN.COP(=O)(OC)OC.COP(=O)(OC)OC.COP(=O)(OC)OC.COP(=O)(OC)OC.



[3]
Molecular formula: C21H56BCuF4O21S7
Method: DFT, the ωB97M-V functional and the def2-TZVPD basis

```
! RIJCOSX wB97M-V def2-TZVPD def2/J DEFGRID3
* xyz 1 2
S 6.72376 -16.40366 -17.53628
C 4.59000 -21.76341 -17.74418
S 4.87191 -20.03113 -17.52488
H 9.51571 -21.87414 -19.83432
H 10.83238 -18.37175 -13.00656
H 9.49459 -17.22108 -17.11509
C 10.52421 -21.63944 -19.48298
C 12.85455 -18.91906 -12.56838
O 8.83150 -19.83769 -13.62868
C 6.31127 -23.03722 -12.58196
S 9.61443 -20.80098 -12.91240
S 3.88911 -16.99648 -14.25733
H 11.49745 -19.86444 -18.75459
H 1.97940 -21.95433 -13.94146
O 8.41652 -19.51724 -16.28121
H 6.26976 -22.15798 -11.94142
F 8.29065 -15.05091 -13.92985
C 11.54893 -19.13460 -13.30905
H 10.46317 -19.49443 -20.07596
C 2.32906 -18.79052 -9.80292
H 2.21048 -17.71625 -9.94460
H 10.24337 -21.03942 -10.69117
C 9.39320 -20.57476 -11.18948
H 6.71664 -14.62538 -16.04741
C 7.59839 -16.67803 -21.02074
H 5.88965 -17.31804 -9.48881
H 3.93923 -13.61945 -16.60510
O 6.06778 -19.80477 -18.52859
H 1.91595 -19.25592 -10.70073
H 11.71814 -19.07653 -14.38174
C 6.47931 -17.59355 -10.35202
H 8.30188 -14.71701 -16.94398
B 8.37234 -16.39873 -13.65684
O 3.77535 -19.24918 -17.97303
H 7.38373 -15.01316 -19.68277
C 10.54740 -20.15619 -19.21479
H 5.33741 -18.54865 -20.01246
H 2.90308 -17.55406 -16.26185
H 1.97982 -20.26994 -13.26480
H 1.73338 -19.11018 -8.95050
H 6.73495 -19.27846 -21.73788
H 11.19297 -21.94331 -20.28901
O 6.36233 -23.45244 -15.15470
H 7.92038 -16.09400 -21.88042
O 10.70197 -20.40271 -16.40434
H 3.85695 -20.24465 -9.41802
O 6.24101 -19.17256 -12.41962
H 12.67644 -18.86297 -11.49765
O 11.13503 -20.52672 -13.11318
F 9.23988 -16.72231 -12.59174
S 9.71417 -19.50497 -16.86025
H 4.01646 -22.11215 -16.88455
O 6.65678 -21.13992 -14.35347
H 8.14197 -17.62513 -21.05335
H 7.75426 -19.03864 -20.34005
O 6.86543 -17.32380 -16.46577
C 3.12792 -13.84891 -15.91710
H 2.08172 -18.37138 -14.91210
H 8.47392 -21.05370 -10.87777
C 5.72782 -19.56457 -19.91847
C 2.49832 -17.43109 -15.25774
O 5.43439 -19.84051 -16.23492
O 9.40948 -19.82207 -18.37114
C 7.93773 -15.95240 -19.75475
O 4.38885 -18.99066 -10.94123
C 3.69747 -14.46282 -14.67148
S 6.07733 -22.43327 -14.22604
H 3.98674 -21.28260 -12.42376
H 10.84360 -17.60833 -16.05892
O 3.48439 -16.63707 -12.95160
H 2.94396 -14.61946 -13.90340
H 4.24354 -18.57342 -8.87665
H 7.33914 -20.71121 -20.81480
H 5.52925 -23.76742 -12.40337
F 7.09015 -16.96084 -13.29685
H 6.80755 -14.12886 -17.75235
H 1.80538 -16.59608 -15.19574
S 5.95280 -19.12078 -11.03377
O 4.37620 -15.71207 -14.99814
H 5.57098 -22.22691 -17.73097
H 4.47021 -13.80912 -14.26546
H 8.95177 -15.53476 -19.77399
O 9.40218 -22.17178 -13.19619
H 2.36641 -20.66559 -14.95310
H 4.47289 -20.23530 -13.71542
C 10.35605 -17.87014 -16.99236
O 6.35778 -20.18928 -10.17570
C 3.77684 -19.18450 -9.64803
H 13.59088 -19.68359 -12.81289
H 10.75072 -22.22290 -18.59638
H 2.77655 -12.83499 -15.68529
F 8.76819 -17.10852 -14.83536
H 7.28978 -23.50665 -12.54045
O 5.47334 -16.28350 -18.19377
Cu 7.07226 -18.78652 -14.74473
O 7.82777 -16.81202 -18.59572
H 9.46059 -19.50612 -10.98589
H 4.94183 -20.24446 -20.25504
C 6.98150 -19.68703 -20.75726
C 3.92887 -21.15833 -13.51233
H 13.29743 -17.99400 -12.94525
H 6.53400 -16.90248 -21.06568
H 7.55061 -17.67108 -10.15888
O 4.49975 -22.24368 -14.26249
H 11.00896 -17.77414 -17.85299
H 2.27078 -14.37049 -16.33007
H 3.99018 -21.91570 -18.63552
C 7.22080 -14.77963 -16.98818
H 6.43765 -16.82556 -11.12335
C 2.48558 -20.98391 -13.90883
O 4.86677 -18.02133 -14.49364
*
```

For the highest occupied orbital energy (alpha / beta), the calculation gives -13.3 / -13.3 eV. As for the orbital gap (alpha / beta): 0.4283 / 0.2850 Eh. For the energy relative to the best compared isomer or geometry (same formula, charge and spin), the calculation gives 6.8 kcal/mol. The expectation value of S² is 0.75. As for the lowest unoccupied orbital energy (alpha / beta): -1.7 / -5.5 eV.



Number 1: calculated total energy -6093.633217 a.u.. Number 2: calculated total energy -4156.371720 a.u.. Number 3: calculated total energy -7265.821601 a.u..